C25H43Cl2N6O4PbSi | ωB97M-V/def2-TZVPD

XYZ file:
```
82
Properties=species:S:1:pos:R:3:forces:R:3:lowdin_charge:R:1
C -2.021603 -0.258505 -5.149822 -0.1 -0.1 -0.4 -0.046
C -1.505410 -1.082812 -4.016393 0.5 -0.5 0.8 -0.206
H -2.120489 -0.890080 -6.039827 -0.2 0.2 0.1 0.065
H -1.327540 0.551242 -5.414506 -0.3 -0.2 0.2 0.069
H -3.002533 0.173397 -4.907949 0.2 0.0 -0.1 0.089
C -0.842082 -2.232910 -4.223117 -0.3 0.8 0.3 -0.101
C -0.629331 -2.823125 -5.565386 0.1 -0.3 -0.6 -0.110
H -0.395197 -2.779902 -3.400519 -0.3 0.1 0.0 0.090
H 0.049027 -2.223990 -6.183669 0.0 -0.1 0.0 0.082
H -1.575612 -2.894914 -6.116662 0.2 -0.1 0.0 0.073
H -0.196963 -3.822684 -5.470731 -0.1 0.1 -0.2 0.069
Pb 2.308601 1.400310 1.606743 0.4 -0.3 1.1 0.780
Cl 3.395834 3.514571 0.676170 0.2 0.5 -0.1 -0.320
C 0.744278 -1.904848 2.034639 0.6 0.6 -0.6 -0.375
O 1.919193 -1.624083 1.752357 -1.0 -0.5 0.4 -0.106
N 0.389686 -2.621889 3.112610 0.3 -0.3 0.3 -0.167
C 1.434816 -3.166485 3.968021 0.0 0.0 -0.1 -0.046
C -0.983305 -3.042448 3.346733 0.0 0.2 -0.3 -0.041
H -0.102118 -1.564527 1.410220 0.3 -0.1 0.3 0.111
H 2.207018 -2.412844 4.164469 -0.3 -0.2 -0.1 0.091
H 1.922131 -4.038941 3.505178 -0.1 0.2 0.1 0.090
H 0.963620 -3.481109 4.902871 0.2 0.1 -0.1 0.076
H -1.657392 -2.180876 3.280296 0.1 -0.2 0.1 0.082
H -1.022486 -3.467854 4.352733 -0.2 0.1 -0.2 0.081
H -1.298765 -3.788818 2.604861 0.0 0.0 0.3 0.063
H 0.543702 2.395625 6.444105 0.1 0.3 -0.1 0.076
H -1.763128 4.210636 6.082149 0.3 0.3 0.0 0.040
C 0.999293 3.359484 6.172607 0.0 -0.2 0.0 -0.052
C -0.933458 4.872077 5.788472 -0.2 -0.2 -0.1 -0.084
N 0.160247 4.090500 5.241840 0.1 0.1 -0.2 -0.197
H 1.980241 3.176903 5.724463 -0.2 0.1 0.1 0.087
C 0.288902 3.913865 3.913800 0.6 -0.6 0.0 -0.313
O 1.152102 3.198644 3.391130 -0.9 0.7 0.4 -0.169
H -1.268346 5.562199 5.008762 0.0 0.1 0.3 0.080
H -0.470231 4.477331 3.333622 0.3 -0.2 0.0 0.144
H 1.097642 3.973009 7.073987 0.1 -0.2 -0.1 0.080
H -0.573419 5.422031 6.663737 -0.1 0.1 -0.2 0.079
H 2.414738 0.022720 -3.446710 0.1 0.0 0.0 0.082
H 2.308448 -2.676971 -3.336026 0.2 0.0 0.0 0.078
C 3.351571 -0.142686 -2.902417 -0.2 -0.3 0.1 -0.084
C 3.162500 -2.597787 -2.649197 -0.3 0.2 0.2 -0.074
N 3.172119 -1.285832 -2.016342 0.7 -0.3 0.5 -0.216
H 3.562148 0.741152 -2.303908 0.1 -0.1 -0.1 0.060
C 3.568497 -1.220978 -0.700683 0.4 0.7 0.2 -0.384
O 4.050590 -0.233182 -0.146514 -0.2 -1.4 -0.6 -0.125
H 3.035214 -3.363731 -1.869716 0.2 0.2 -0.3 0.075
H 3.360859 -2.175284 -0.162531 0.2 0.5 -0.1 0.124
H 4.155183 -0.356835 -3.617192 0.0 0.1 0.0 0.083
H 4.105899 -2.764068 -3.203796 -0.4 -0.1 0.2 0.089
O -0.824982 0.573124 -2.339339 -0.5 -1.1 -0.8 -0.238
C -1.723605 -0.524263 -2.603635 0.4 0.6 0.6 -0.272
C -0.185373 -1.938715 -1.295677 0.1 -0.6 0.0 -0.073
C -1.504070 -1.551296 -1.524273 0.2 0.0 0.1 -0.177
H 0.632861 -1.331613 -1.692776 -0.3 -0.3 0.1 0.074
C 0.057194 -3.144046 -0.636795 -0.3 0.2 0.0 -0.090
H -2.766898 -0.200363 -2.496915 -0.1 0.2 -0.3 0.139
C -2.559943 -2.150516 -0.829552 0.5 0.1 -0.2 -0.019
H 1.075541 -3.528678 -0.567294 -0.3 0.1 0.1 0.099
C -1.009068 -3.835024 -0.051064 0.0 0.0 -0.1 -0.118
C -2.298011 -3.279441 -0.053770 0.1 -0.4 -0.1 -0.095
H -3.552807 -1.702029 -0.919734 0.2 -0.4 0.1 0.114
H -0.811452 -4.808379 0.408390 -0.2 0.4 0.1 0.102
H -3.099747 -3.764857 0.508668 0.2 0.1 -0.2 0.101
Si -1.193464 2.168186 -2.259240 2.9 1.4 2.0 0.406
Cl 1.487677 0.911283 -0.607893 -1.0 0.1 -0.9 0.150
C 0.125241 3.490147 -1.809264 0.5 -0.3 -0.1 -0.257
C -2.082543 2.504691 -0.637569 -1.4 -0.2 -0.2 -0.161
C -1.233964 2.747189 -4.014585 -0.9 0.6 -0.7 -0.178
H 0.565088 3.498845 -0.805267 -0.1 -0.2 -0.4 -0.021
H -0.424698 4.438398 -1.923592 -0.1 -0.1 -0.1 0.033
H 0.930807 3.511617 -2.549923 0.1 0.1 0.1 0.028
H -0.471475 2.178885 -4.582082 -0.6 0.1 0.4 0.045
H -0.902364 3.795539 -4.047359 -0.3 -0.3 0.0 0.029
H -2.235688 2.678140 -4.435421 0.1 -0.1 -0.7 0.018
H -2.658401 1.661106 -0.237299 -0.1 0.2 -0.1 0.023
H -2.749021 3.361712 -0.822806 0.0 -0.1 0.4 0.025
H -1.345970 2.782212 0.142332 -0.2 -0.2 -0.7 0.032
N -0.310535 0.701123 2.124591 -1.4 0.2 1.3 0.049
C -1.104374 0.698163 2.998579 1.4 0.1 -1.0 -0.370
N -1.991543 0.604669 3.946217 -0.2 -0.1 -0.1 0.039
C -1.955745 1.417490 4.971446 0.0 0.9 1.3 -0.391
N -1.993382 2.101965 5.929974 -0.1 -1.3 -1.3 0.081
```
Positions in Å, forces in eV/Å.

Summary:
LUMO level, eV: 2.4
Net charge: -1
Energy relative to the best compared isomer or geometry (same formula, charge and spin), kJ/mol: 143.4

---

CH3OPS | ωB97M-V/def2-TZVPD

XYZ file:
```
7
Properties=species:S:1:pos:R:3:forces:R:3:nbo_charge:R:1
C 0.136541 -0.527918 -0.337031 -1.7 0.1 -0.3 -0.716
O -2.511962 -0.220202 -0.057844 -1.4 -0.6 0.2 -0.935
P -1.101991 0.702321 -0.159880 -0.8 -0.4 -2.1 0.951
S -4.219451 -0.172875 0.042451 2.6 0.5 -0.1 0.343
H -0.194354 -1.302523 -1.020552 0.7 -0.2 0.0 0.214
H 1.128051 -0.414801 0.038577 0.4 -0.1 0.1 0.216
H -0.836573 1.052573 1.093750 0.1 0.6 2.3 -0.074
```
Positions in Å, forces in eV/Å.

Summary:
LUMO level (spin up / spin down), eV: -0.9 / -1.9
Energy relative to the best compared isomer or geometry (same formula, charge and spin), kJ/mol: 372.8

---

C27H63N9O13SZn | ωB97M-V/def2-TZVPD

XYZ file:
```
114
Properties=species:S:1:pos:R:3:forces:R:3:lowdin_charge:R:1
Zn 0.213375 0.076964 1.945576 0.1 0.3 0.3 0.619
S -0.444783 -0.382665 -0.527552 0.2 -0.5 0.4 0.343
O -1.600254 0.443784 -0.920222 0.2 -0.1 0.2 -0.376
O 0.683357 0.480316 -0.026907 0.1 0.3 -1.0 -0.381
O -0.733704 -1.203055 0.701870 -0.8 -0.1 -0.5 -0.359
O -0.050482 -1.256141 -1.631479 0.3 0.3 -0.1 -0.345
C -4.564839 -0.064825 0.769174 0.8 0.8 -0.3 0.007
C -5.128054 0.842177 -0.321591 -0.6 -0.6 0.5 -0.548
O -6.310460 1.163140 -0.321034 0.4 0.2 -0.1 0.027
N -4.232553 1.248703 -1.247012 0.0 0.5 -0.1 0.004
C -4.544482 2.274736 -2.214129 -0.6 -0.6 -0.7 -0.075
H -3.472923 -0.103917 0.682313 -0.1 -0.3 0.0 0.056
H -4.987870 -1.062823 0.729420 -0.2 0.0 0.0 0.085
H -4.763956 0.423838 1.723851 -0.3 -0.2 0.0 0.077
H -3.283986 0.893636 -1.227289 -0.2 -0.3 0.1 0.061
H -3.777754 3.048139 -2.240548 0.0 0.0 0.0 0.068
H -5.534403 2.675219 -2.002546 0.1 0.2 0.3 0.084
H -4.644092 1.842388 -3.215966 0.3 0.1 0.0 0.089
C -0.360952 3.573259 -2.109840 0.0 -0.3 1.0 -0.002
C -0.345056 2.781764 -3.379081 0.2 -0.2 -1.2 -0.579
O 0.227907 3.193334 -4.386438 0.1 0.1 0.2 0.019
N -1.083473 1.661202 -3.415202 -0.6 -0.7 0.2 0.021
C -1.322788 0.870972 -4.621183 0.4 0.8 0.4 -0.048
H -1.382249 3.942695 -1.986052 0.2 0.5 0.0 0.074
H 0.399524 4.347868 -2.140833 -0.3 0.3 -0.3 0.082
H -0.159718 3.002052 -1.194681 -0.1 -0.4 -0.3 0.062
H -1.376031 1.198989 -2.560983 0.2 0.4 0.2 0.064
H -1.913143 0.012484 -4.316497 0.1 -0.2 -0.1 0.071
H -0.369812 0.578036 -5.061437 -0.1 -0.2 -0.1 0.084
H -1.877002 1.472181 -5.342357 0.0 -0.1 -0.1 0.086
C -1.585502 3.891503 2.745776 -0.5 0.2 -0.2 0.031
C -1.795035 2.779616 1.751137 0.5 0.0 -0.9 -0.482
O -1.105760 1.762868 1.796000 -0.1 -0.1 0.5 -0.003
N -2.629557 2.956331 0.714329 -0.3 0.3 0.3 0.062
C -3.612705 4.021962 0.583070 0.1 0.2 0.2 -0.055
H -2.181921 3.706993 3.640096 0.2 0.0 0.1 0.094
H -1.894398 4.855596 2.343338 0.0 0.0 0.0 0.074
H -0.526545 3.924654 2.980588 0.0 -0.1 0.2 0.084
H -2.634382 2.203815 0.034988 0.1 0.0 0.2 0.094
H -3.153585 4.984542 0.341346 0.1 -0.1 -0.1 0.086
H -4.168110 4.155335 1.512023 -0.1 -0.1 -0.1 0.093
H -4.314095 3.773630 -0.208333 0.0 -0.1 0.1 0.065
C 3.190157 -2.589924 3.859679 -0.5 0.0 -0.1 0.023
C 2.695219 -1.883285 2.610889 0.4 0.0 0.2 -0.498
O 1.587432 -1.344233 2.636344 -0.1 0.0 -0.1 0.013
N 3.516349 -1.882272 1.558051 0.1 -0.2 0.2 0.058
C 3.148092 -1.549729 0.196033 -0.1 0.6 -0.1 -0.029
H 2.274826 -2.824906 4.399656 0.2 0.0 0.3 0.083
H 3.820259 -1.929809 4.454499 0.0 0.0 0.0 0.085
H 3.722842 -3.519423 3.669280 0.1 0.1 -0.2 0.086
H 4.425369 -2.280474 1.722635 0.0 -0.1 -0.1 0.145
H 3.682419 -2.211962 -0.477580 -0.2 -0.1 -0.1 0.088
H 3.388090 -0.516615 -0.072340 0.2 0.0 0.1 0.075
H 2.072700 -1.637484 0.082330 0.0 -0.3 -0.1 0.060
C -3.208317 -0.950442 4.222266 -0.3 -0.4 -0.4 0.030
C -1.754489 -0.662985 4.438804 -0.2 -0.3 0.3 -0.480
O -1.017437 -0.386444 3.504992 0.2 0.1 0.1 0.026
N -1.286449 -0.751344 5.695665 0.2 0.5 0.1 0.035
C 0.059042 -0.373997 6.054220 0.8 -0.5 0.4 -0.053
H -3.835579 -0.102510 4.496794 0.1 0.1 0.0 0.095
H -3.572309 -1.821540 4.769071 0.2 0.1 0.2 0.090
H -3.338684 -1.175530 3.164881 0.0 0.2 0.0 0.080
H -1.897764 -0.930060 6.472478 -0.3 -0.1 -0.2 0.144
H 0.056404 0.262846 6.938706 -0.1 0.1 -0.1 0.088
H 0.606672 0.120713 5.257447 -0.4 0.1 -0.2 0.069
H 0.640452 -1.270626 6.297084 0.0 0.1 0.0 0.088
C 2.119363 -4.081156 -3.124627 -0.3 0.4 0.2 0.002
C 1.733917 -4.731103 -1.800299 0.2 0.1 -0.6 -0.550
O 2.024177 -5.893220 -1.570237 0.0 0.2 0.4 0.037
N 1.081046 -3.894920 -0.953503 0.1 -0.5 -0.2 0.012
C 0.698432 -4.314790 0.368750 -1.1 -0.1 0.3 -0.069
H 2.093634 -2.988806 -3.064670 0.0 -0.1 0.0 0.065
H 1.403395 -4.377496 -3.891232 0.1 -0.2 -0.1 0.075
H 3.128317 -4.382591 -3.391317 -0.1 -0.2 -0.1 0.078
H 0.620093 -3.096685 -1.374615 0.2 0.2 0.4 0.075
H -0.174420 -3.741744 0.690365 0.3 0.3 0.0 0.077
H 1.500003 -4.178540 1.097555 0.1 -0.1 0.0 0.074
H 0.336332 -5.345200 0.401785 0.5 -0.1 -0.2 0.087
C 5.133121 -0.487962 -2.752817 0.1 0.4 -1.1 0.006
C 5.316505 0.865063 -2.113236 0.3 0.0 0.3 -0.566
O 6.336927 1.162738 -1.511668 0.0 0.0 0.1 0.017
N 4.273831 1.723704 -2.203090 -1.1 0.1 -0.2 0.023
C 2.949026 1.464716 -2.802187 0.5 -0.2 0.2 -0.055
H 4.278687 -0.449796 -3.426171 -0.3 -0.6 0.4 0.062
H 5.109758 -1.265173 -1.998265 -0.3 -0.1 0.0 0.068
H 5.951844 -0.719012 -3.437175 0.3 0.2 0.4 0.091
H 4.328150 2.571488 -1.665892 0.4 0.0 0.0 0.118
H 2.437425 0.638872 -2.301878 0.0 0.0 -0.1 0.075
H 3.058852 1.258136 -3.864409 -0.2 0.0 0.0 0.089
H 2.335070 2.353069 -2.691350 0.1 0.1 0.0 0.073
C -3.348530 -2.859897 -1.798547 0.6 0.2 0.4 0.013
C -2.846589 -3.307689 -3.148760 -0.3 0.6 -0.6 -0.550
O -3.546230 -3.943786 -3.919323 0.0 -0.3 0.0 0.034
N -1.639725 -2.809232 -3.525350 -0.1 -0.4 0.3 0.012
C -1.199895 -2.865380 -4.898514 0.6 0.7 0.1 -0.087
H -4.308246 -2.364002 -1.928875 -0.1 -0.2 -0.1 0.085
H -2.662596 -2.138146 -1.348808 0.0 -0.1 0.1 0.049
H -3.451662 -3.697476 -1.110338 -0.1 -0.1 -0.1 0.086
H -1.088106 -2.306113 -2.844067 0.0 0.2 -0.1 0.063
H -0.180566 -2.470541 -4.933050 0.0 -0.1 0.1 0.076
H -1.792386 -2.172318 -5.501801 -0.2 -0.4 -0.2 0.079
H -1.178705 -3.861720 -5.329495 -0.3 -0.1 0.1 0.083
C 2.772966 2.498172 0.889689 0.3 -0.5 0.1 0.030
C 2.544722 2.114920 2.324915 -0.2 0.6 -0.2 -0.472
O 1.522925 1.524091 2.677567 0.2 -0.3 0.5 0.003
N 3.471907 2.491171 3.218980 0.2 -0.1 0.0 0.038
C 3.416442 2.183884 4.623126 -0.4 0.4 1.1 -0.057
H 3.744358 2.961475 0.726741 0.0 0.1 0.0 0.084
H 1.963252 3.125460 0.525509 -0.1 0.0 0.1 0.097
H 2.723217 1.561207 0.330583 0.0 0.2 -0.2 0.058
H 4.232570 3.075855 2.919561 0.0 -0.1 -0.2 0.143
H 3.569347 3.097843 5.205707 0.2 0.0 -0.1 0.091
H 4.146187 1.452054 4.972561 0.1 -0.1 -0.4 0.087
H 2.428818 1.841315 4.924586 0.0 -0.1 -0.4 0.073
```
Positions in Å, forces in eV/Å.

Summary:
LUMO level, eV: -0.4
Energy relative to the best compared isomer or geometry (same formula, charge and spin), kJ/mol: 0.0

---

C5H8N3O2 | ωB97M-V/def2-TZVPD

XYZ file:
```
18
Properties=species:S:1:pos:R:3:forces:R:3:nbo_charge:R:1
C -2.597911 0.395641 0.249477 -0.9 -1.3 -0.3 0.063
C -1.677541 1.455371 0.268701 -0.4 -0.3 1.8 -0.030
C -0.151800 1.158068 -0.075682 -3.2 -0.3 -0.9 -0.187
C 0.351476 -0.086097 -0.469547 1.0 -0.9 1.1 0.201
C 2.224247 -1.588324 -0.297184 4.0 -3.6 0.6 -0.486
N -3.153267 -0.615561 0.346480 0.8 0.9 -0.1 0.282
N -1.092173 1.963772 -0.844755 1.6 1.3 -1.2 -0.474
N 1.388822 -0.569516 0.163574 -1.0 1.9 0.2 0.031
O -3.703206 -1.646339 0.422855 -0.8 -1.1 0.1 -0.319
O 1.982530 0.237169 1.095398 1.5 -0.2 -0.5 -0.496
H 1.405425 0.430042 1.825683 -0.9 -0.2 0.7 0.502
H -1.920248 2.143084 1.081763 0.7 0.1 -0.1 0.264
H 0.497890 1.718237 0.408614 2.9 2.5 2.3 0.236
H 0.002006 -0.690871 -1.254698 -0.6 -0.7 -0.9 0.243
H 1.705163 -2.331262 -0.897248 -0.3 0.3 0.0 0.254
H 2.867191 -2.204548 0.504455 -2.3 1.5 -0.9 0.279
H 3.132848 -1.260555 -0.841432 -0.9 0.7 -0.3 0.260
H -1.261449 1.491691 -1.686462 -1.0 -0.5 -1.6 0.376
```
Positions in Å, forces in eV/Å.

Summary:
LUMO level, eV: -5.4
SMILES string: C/[N+](O)=C/[C@H]1N[C@H]1C#[N+][O-]
Net charge: +1
Energy relative to the best compared isomer or geometry (same formula, charge and spin), kJ/mol: 711.5

---

C3H13N2O | ωB97M-V/def2-TZVPD

XYZ file:
```
19
Properties=species:S:1:pos:R:3:forces:R:3:nbo_charge:R:1
N 0.164620 -0.995629 -0.873806 1.0 -0.4 -0.5 -0.706
C 0.128856 0.095350 0.155737 -1.1 0.0 0.1 -0.035
C -1.258646 0.305350 0.744526 -0.1 0.9 -0.3 -0.651
C 1.330773 -0.076705 1.116078 0.6 0.0 -0.2 -0.312
N 1.625387 1.135913 1.852420 1.5 -1.3 2.1 -0.194
H 1.063406 -0.873238 -1.340083 0.0 -0.2 -0.5 0.432
H 0.206092 -1.970137 -0.556350 -0.4 0.2 0.5 0.447
H -0.587475 -0.926536 -1.654954 0.0 0.7 0.6 0.500
H 0.335155 1.006308 -0.393976 0.3 0.1 -0.3 0.239
H -1.835354 -0.588892 0.937580 0.1 -0.2 0.4 0.262
H -1.217066 1.007524 1.583801 0.1 -0.6 0.3 0.249
H -1.832005 0.917908 0.040601 0.0 -0.4 -0.2 0.261
H 2.222101 -0.302415 0.542051 0.2 0.2 -0.4 0.250
H 1.298594 -0.891073 1.857740 -0.8 0.2 0.1 0.299
H 2.603551 1.473715 1.863091 -0.4 0.5 -0.9 0.439
H 1.359857 1.165978 2.855769 -1.0 0.4 -0.6 0.436
H -2.047994 -0.786145 -3.368011 -0.1 0.0 0.0 0.530
H -1.857216 0.620311 -2.766415 0.0 0.0 -0.1 0.517
O -1.702632 -0.317596 -2.595791 0.0 -0.1 -0.1 -0.966
```
Positions in Å, forces in eV/Å.

Summary:
Spin multiplicity: 2
LUMO level (spin up / spin down), eV: -7.1 / -13.0
Net charge: +2
Energy relative to the best compared isomer or geometry (same formula, charge and spin), kJ/mol: 72.3